ORCA calculation (the ωB97M-V functional and the def2-TZVPD basis) on 5 unconnected molecules or ions with the total composition C36H43BN5O11P.

Structure (XYZ):
```
97
Properties=species:S:1:pos:R:3:forces:R:3:lowdin_charge:R:1
C 0.484452 2.683911 -5.100476 0.2 0.1 0.2 -0.1156
C 0.549308 1.777203 -3.870123 -0.1 0.0 -0.2 -0.2745
C 0.395280 0.306169 -4.257575 -0.1 0.1 0.0 -0.2062
C 0.179207 -0.702337 -3.111478 -0.2 0.1 0.0 -0.1914
C 0.560841 -0.226919 -1.707390 0.2 -0.3 -0.3 -0.2058
C 0.561467 -1.385431 -0.701416 -0.4 0.2 0.1 -0.2360
C 1.606468 -1.246798 0.405045 -0.4 -0.3 -0.2 -0.2540
P 3.356217 -1.139979 -0.093964 0.0 0.1 0.3 0.9059
O 3.042499 -2.031686 -1.571190 0.4 0.3 0.0 -0.1496
B 4.055591 -2.394839 -2.412757 -0.3 -0.2 -0.1 -0.9293
O 4.932812 -3.387780 -2.046266 -0.1 0.0 -0.2 0.1703
O 4.224600 -1.800789 -3.653593 0.3 0.1 0.2 0.1624
C 3.906680 -0.197460 1.459845 -0.1 0.1 0.0 -0.3294
C 4.833870 -0.739621 2.336607 0.1 0.0 0.1 -0.0924
C 5.243597 -0.014852 3.449272 -0.1 0.1 -0.1 -0.0653
C 4.697057 1.244590 3.646136 0.1 -0.1 0.1 -0.1568
N 3.800860 1.792837 2.827120 0.0 0.1 0.0 0.0569
C 3.436186 1.082702 1.764827 0.1 -0.2 -0.1 -0.1933
H 1.074664 2.272092 -5.922157 -0.1 0.0 0.0 0.0708
H -0.544942 2.823757 -5.432613 0.0 -0.1 -0.1 0.0703
H 0.893007 3.670690 -4.875653 -0.1 0.0 0.0 0.0681
H -0.249688 2.066620 -3.182085 0.1 0.0 0.1 0.1083
H 1.502459 1.945698 -3.362462 -0.1 -0.1 0.1 0.1022
H 1.268203 0.015520 -4.852395 0.0 0.0 0.0 0.1094
H -0.456817 0.251678 -4.944863 0.1 -0.1 0.0 0.0884
H 0.753149 -1.608951 -3.322364 0.0 0.0 0.0 0.1093
H -0.874877 -1.002257 -3.113983 0.1 0.0 0.2 0.0885
H -0.131699 0.551588 -1.376659 0.2 0.1 0.0 0.1167
H 1.561115 0.214025 -1.765352 0.0 0.1 0.1 0.0866
H -0.411445 -1.393257 -0.205780 0.0 -0.1 0.0 0.0893
H 0.640333 -2.347541 -1.206195 0.2 0.1 0.0 0.1073
H 1.561581 -2.134342 1.047998 0.1 0.1 0.1 0.1079
H 1.359306 -0.398253 1.043168 0.2 0.0 0.0 0.0661
H 3.775258 -0.045455 -0.866540 0.0 0.0 -0.1 0.0708
H 4.253847 -2.152428 0.273099 0.1 -0.1 0.0 0.0592
H 5.569705 -3.552488 -2.748984 0.1 0.0 0.1 0.1048
H 3.855531 -0.913289 -3.663474 -0.3 -0.1 -0.2 0.0933
H 5.253144 -1.724727 2.149971 0.0 0.0 0.0 0.0971
H 5.973808 -0.406913 4.144214 0.0 0.0 0.0 0.1009
H 4.999359 1.837125 4.503612 -0.1 0.0 0.0 0.1032
H 2.716818 1.562031 1.103006 0.0 0.1 0.0 0.1102
C -1.934214 -7.279091 1.747805 0.0 0.0 0.0 -0.0691
C -2.192661 -6.428364 0.680590 0.0 0.0 0.1 -0.0560
C -2.106254 -5.056535 0.853218 -0.1 -0.1 -0.2 0.0060
C -1.755473 -4.571916 2.097637 0.1 0.0 0.0 -0.1454
C -1.485750 -5.394455 3.175084 0.0 0.0 0.1 -0.0030
C -1.583140 -6.764111 2.990448 0.0 0.0 0.0 -0.0663
N -1.646033 -3.112870 2.255151 -0.2 0.0 -0.1 -0.3364
O -1.987827 -2.429533 1.308988 0.1 0.2 0.1 0.0606
O -1.231169 -2.672450 3.308031 0.1 0.0 0.1 0.0763
H -2.000320 -8.350178 1.610303 0.0 0.0 0.0 0.1066
H -2.457052 -6.829029 -0.287999 0.0 0.0 0.0 0.1101
H -2.303019 -4.378640 0.034803 0.0 0.0 0.0 0.1006
H -1.212598 -4.972450 4.130491 0.0 0.1 0.0 0.1187
H -1.381421 -7.430341 3.817722 0.0 0.0 0.0 0.1074
C 0.562147 1.025018 3.892391 0.0 0.0 0.0 -0.0619
C -0.647056 0.630323 3.335280 0.1 0.0 0.0 -0.0649
C -1.838553 1.140677 3.825922 0.0 0.0 -0.1 -0.0065
C -1.784013 2.050223 4.865752 0.0 -0.1 0.1 -0.1697
C -0.593460 2.449219 5.445754 0.1 0.0 0.0 -0.0088
C 0.589340 1.927438 4.948252 0.0 0.0 0.0 -0.0568
N -3.043961 2.628915 5.368572 0.0 0.0 0.0 -0.3508
O -4.079038 2.261620 4.849477 0.0 0.0 0.0 0.0712
O -2.972141 3.444402 6.264319 0.0 0.0 0.0 0.0778
H 1.491779 0.633738 3.504160 0.0 0.0 0.0 0.0838
H -0.669422 -0.077033 2.517471 0.0 0.0 0.0 0.0866
H -2.788370 0.847726 3.404665 0.0 0.0 0.0 0.1241
H -0.596726 3.159191 6.258740 -0.1 0.0 0.0 0.1210
H 1.534942 2.231489 5.375847 0.0 0.0 0.0 0.1093
C -2.065136 4.862391 2.146923 0.0 0.0 0.0 -0.0571
C -0.826010 4.301975 2.426447 0.0 0.0 -0.1 -0.0502
C 0.336426 5.007586 2.156890 0.0 -0.1 0.0 0.0106
C 0.224577 6.272102 1.610052 0.0 0.0 0.0 -0.1471
C -0.997113 6.851642 1.320761 -0.1 0.0 0.0 -0.0058
C -2.150205 6.133927 1.594331 0.0 0.0 0.0 -0.0634
N 1.454453 7.037537 1.330216 0.0 0.0 0.0 -0.3555
O 2.517040 6.503705 1.571625 0.0 0.0 0.0 0.0774
O 1.330055 8.156491 0.874983 0.0 0.0 0.0 0.0729
H -2.968708 4.306110 2.363545 0.0 0.0 0.0 0.1082
H -0.760002 3.310237 2.847859 0.0 0.0 0.0 0.0713
H 1.308711 4.586607 2.367996 0.0 0.0 0.0 0.1183
H -1.040200 7.841366 0.892613 0.1 0.0 0.0 0.1177
H -3.115677 6.569524 1.376955 0.0 0.0 0.0 0.1077
C -3.109732 -0.860764 -6.488431 0.0 0.0 0.0 -0.0666
C -2.114269 -1.659176 -5.940247 -0.1 0.0 0.0 -0.0737
C -2.307507 -2.264667 -4.709091 0.0 -0.1 -0.1 -0.0266
C -3.506111 -2.053008 -4.053098 0.0 0.0 0.0 -0.1471
C -4.510193 -1.259432 -4.574691 -0.1 0.1 0.0 0.0010
C -4.302800 -0.659926 -5.806509 0.0 0.0 0.0 -0.0615
N -3.719191 -2.696926 -2.743950 0.0 0.1 0.0 -0.3438
O -2.809482 -3.369717 -2.300121 0.1 -0.1 0.1 0.0661
O -4.776803 -2.508432 -2.183276 0.0 0.0 0.0 0.0886
H -2.954903 -0.392860 -7.451422 0.0 0.0 0.0 0.1088
H -1.184784 -1.812259 -6.471031 0.0 0.0 0.0 0.1142
H -1.545443 -2.885811 -4.263343 -0.1 0.0 0.0 0.1179
H -5.429332 -1.115743 -4.027405 0.0 0.0 0.0 0.1200
H -5.075011 -0.035305 -6.233589 0.0 0.0 0.0 0.1084
```
Positions in Å, forces in eV/Å.

Values from the calculation:
E_HOMO ... -9.60 eV
E_tot ... -2864.9970 a.u.
SMILES ... CCCCCCC[PH2](OB(O)O)c1cccnc1.O=[N+]([O-])c1ccccc1.O=[N+]([O-])c1ccccc1.O=[N+]([O-])c1ccccc1.O=[N+]([O-])c1ccccc1
HOMO-LUMO gap ... 8.951 eV
LUMO ... -0.7 eV